Entry 1:
{"formula": "C4H8O3", "method": "wB97M-V/def2-TZVPD", "homo_lumo_gap_ev": 7.803, "e_above_lowest_ev": 4.824, "homo_energy_ev": -9.1, "spin_multiplicity": 1, "elements": ["C", "C", "O", "C", "O", "C", "O", "H", "H", "H", "H", "H", "H", "H", "H"], "coordinates": [[-0.9301, 0.8830, -1.2722], [-0.7294, -0.5432, -0.4173], [0.0949, -1.4014, -0.9518], [-0.2026, 0.2519, 0.6619], [0.5516, -1.5354, 1.5784], [1.2216, 0.7190, 0.5917], [1.6855, 1.4817, 1.4061], [-1.3375, 0.4376, -2.1825], [-1.6493, 1.5999, -0.8668], [0.0109, 1.3718, -1.5352], [-1.7850, -0.8427, -0.2511], [0.5621, -1.8222, 0.6024], [-0.8379, 0.7391, 1.4013], [1.4723, -1.5111, 1.8735], [1.7958, 0.3014, -0.2529]], "forces_ev_per_a": [[-0.017, 0.317, -0.187], [-0.067, 0.056, 0.345], [-0.041, -0.076, 0.006], [-0.088, -0.003, -0.155], [0.203, -0.032, -0.008], [0.208, 0.245, 0.155], [-0.242, -0.317, -0.312], [0.040, 0.018, 0.135], [0.117, -0.133, -0.029], [-0.117, -0.088, 0.075], [0.175, 0.003, -0.051], [-0.021, 0.046, 0.018], [0.076, -0.075, -0.104], [-0.171, -0.040, 0.007], [-0.053, 0.081, 0.106]], "mulliken_charge": [-1.24, 0.48, -0.83, -0.18, -0.67, -0.07, -0.47, 0.36, 0.39, 0.37, 0.30, 0.41, 0.36, 0.33, 0.45]}


Entry 2:
{"formula": "C5H10O2", "method": "wB97M-V/def2-TZVPD", "homo_lumo_gap_ev": 10.034, "e_above_lowest_ev": 2.155, "homo_energy_ev": -9.0, "spin_multiplicity": 1, "smiles": "C=CO[C@H](C)OC", "elements": ["C", "C", "C", "O", "C", "C", "O", "H", "H", "H", "H", "H", "H", "H", "H", "H", "H"], "coordinates": [[0.4099, -1.0686, -2.5942], [-0.1211, -0.4441, -1.5493], [-0.5921, -1.3228, 1.5448], [0.0811, -0.0871, 1.6469], [-0.0339, 0.7260, 0.5254], [0.6240, 2.0482, 0.8466], [0.6320, 0.1656, -0.5967], [-0.2398, -1.5229, -3.3319], [-0.1377, -1.9715, 0.7856], [1.4826, -1.1356, -2.7398], [-1.2025, -0.3727, -1.4103], [-0.5123, -1.8055, 2.5205], [-1.6588, -1.1819, 1.3065], [-1.1019, 0.8566, 0.2661], [1.6847, 1.8875, 1.0539], [0.5283, 2.7311, -0.0001], [0.1576, 2.4978, 1.7260]], "forces_ev_per_a": [[-0.030, 0.045, 0.076], [-0.096, -0.109, -0.179], [-0.130, -0.260, 0.004], [0.053, 0.047, 0.001], [-0.116, 0.287, 0.026], [0.010, 0.071, 0.010], [0.010, -0.093, -0.060], [0.047, 0.070, 0.119], [-0.065, 0.103, 0.093], [-0.116, 0.033, 0.070], [0.187, -0.006, 0.005], [-0.012, 0.044, -0.139], [0.177, 0.016, 0.016], [0.168, -0.062, 0.017], [-0.123, -0.024, -0.033], [0.006, -0.083, 0.073], [0.030, -0.076, -0.098]], "mulliken_charge": [-0.78, 0.20, -0.64, -0.37, 0.42, -1.43, -0.39, 0.25, 0.26, 0.26, 0.25, 0.27, 0.28, 0.40, 0.32, 0.36, 0.35]}


Entry 3:
{"formula": "C3H6BrNO3", "method": "wB97M-V/def2-TZVPD", "homo_lumo_gap_ev": [9.011, 6.441], "e_above_lowest_ev": 4.188, "homo_energy_ev": [-10.6, -9.1], "spin_multiplicity": 1, "elements": ["C", "C", "C", "N", "O", "O", "O", "Br", "H", "H", "H", "H", "H", "H"], "coordinates": [[0.0287, 0.4342, 1.2811], [-1.3055, -0.5076, -0.8591], [-0.3613, -0.5504, 0.1976], [0.3811, -1.8542, 0.2826], [0.0889, -2.7328, -0.4566], [1.3092, -1.8699, 1.0316], [1.6524, -0.2054, -1.6945], [-3.1494, -0.1694, -0.0446], [0.4283, 1.3396, 0.8872], [0.7501, -0.0030, 1.9169], [-0.8664, 0.6636, 1.7873], [-1.4546, -1.4137, -1.3250], [-1.0784, 0.2499, -1.5010], [2.5328, 0.1314, -1.8694]], "forces_ev_per_a": [[-0.742, -0.992, -1.922], [-1.725, 0.321, 2.458], [2.199, -1.092, 1.647], [-0.682, 2.733, 0.026], [-0.980, -1.936, -1.504], [1.664, -0.413, 1.553], [-0.866, -0.296, -0.016], [0.573, 0.104, -0.376], [0.268, 0.797, -0.533], [0.544, -0.451, 0.652], [-1.078, 0.483, 0.927], [0.043, -1.824, -1.037], [0.054, 2.284, -1.887], [0.727, 0.281, 0.011]], "mulliken_charge": [-1.08, -0.59, 0.23, 1.08, -0.65, -0.64, -0.32, -0.19, 0.30, 0.39, 0.33, 0.49, 0.35, 0.30]}


Entry 4:
{"formula": "C14H35Cl6N5O13S", "method": "wB97M-V/def2-TZVPD", "homo_lumo_gap_ev": 10.457, "e_above_lowest_ev": 0.000, "homo_energy_ev": -10.8, "spin_multiplicity": 1, "smiles": "CCOS(C)(=O)=O.C[N+](=O)[O-].C[N+](=O)[O-].C[N+](=O)[O-].C[N+](=O)[O-].C[N+](=O)[O-].ClCCCl.ClCCCl.ClCCCl", "elements": ["O", "S", "O", "O", "C", "C", "C", "H", "H", "H", "H", "H", "H", "H", "H", "Cl", "C", "C", "Cl", "H", "H", "H", "H", "Cl", "C", "C", "Cl", "H", "H", "H", "H", "Cl", "C", "C", "Cl", "H", "H", "H", "H", "C", "N", "O", "O", "H", "H", "H", "C", "N", "O", "O", "H", "H", "H", "C", "N", "O", "O", "H", "H", "H", "C", "N", "O", "O", "H", "H", "H", "C", "N", "O", "O", "H", "H", "H"], "coordinates": [[-4.6847, 0.1289, 1.8601], [-5.6988, -0.8969, 1.7456], [-6.9028, -0.5604, 1.0845], [-5.0015, -2.1665, 1.0613], [-3.5273, -2.1140, 0.9592], [-3.0137, -3.4307, 0.4212], [-6.0273, -1.6260, 3.3403], [-3.1150, -1.8435, 1.9504], [-3.2715, -1.2612, 0.2958], [-3.4514, -3.6757, -0.5695], [-3.3280, -4.2291, 1.0589], [-1.9104, -3.4005, 0.3878], [-5.0872, -2.0677, 3.6210], [-6.7937, -2.3865, 3.0277], [-6.4111, -0.7908, 3.9597], [0.0687, 0.5390, -3.4330], [0.5991, 0.4947, -1.7469], [0.1203, -0.7707, -1.0617], [0.8064, -2.2655, -1.7914], [-0.0040, 1.2990, -1.3727], [1.6500, 0.7175, -1.5663], [-0.9294, -0.7703, -1.1494], [0.3248, -0.6920, 0.0022], [2.5026, -0.8344, 1.8076], [1.5310, -0.9619, 3.3576], [1.3803, -2.4242, 3.7502], [0.3572, -3.3319, 2.6726], [0.5901, -0.4785, 3.1844], [2.1215, -0.5104, 4.1315], [1.0233, -2.5999, 4.7454], [2.3493, -2.9297, 3.7931], [4.5364, -0.7728, -5.4821], [3.5138, -0.8576, -4.0119], [4.2237, -0.4874, -2.6898], [4.7029, 1.2902, -2.6453], [3.1102, -1.8747, -4.0089], [2.6791, -0.2382, -4.1851], [5.1037, -1.0838, -2.5495], [3.5754, -0.6772, -1.8538], [-2.0618, 3.7076, -4.1952], [-1.1456, 3.2604, -5.3461], [-1.6042, 2.7995, -6.3717], [0.0534, 3.3543, -5.1541], [-3.0524, 3.7494, -4.5890], [-1.5695, 4.5903, -3.7943], [-1.9007, 2.9080, -3.4727], [3.3721, -4.2957, 0.4376], [3.3045, -4.9712, 1.7495], [3.6000, -4.2809, 2.7171], [2.8882, -6.0732, 1.7875], [3.0485, -3.2689, 0.6386], [2.7373, -4.8140, -0.2714], [4.4247, -4.2896, 0.1373], [1.8213, 3.7982, -2.1856], [0.8049, 4.5495, -1.3833], [-0.3645, 4.6162, -1.7610], [1.1999, 4.9142, -0.3131], [1.3971, 3.2142, -3.0174], [2.3001, 3.1832, -1.4512], [2.5257, 4.5311, -2.5279], [2.9223, 3.1564, 1.8032], [1.6755, 2.3279, 1.9618], [1.1462, 1.9157, 0.9464], [1.1971, 2.2145, 3.0866], [3.5840, 2.5865, 1.1935], [3.2873, 3.3614, 2.8134], [2.6962, 4.0563, 1.2274], [-2.5500, 2.0223, 1.9062], [-1.9780, 0.6159, 1.8635], [-1.9214, 0.0741, 2.8977], [-1.5420, 0.2307, 0.8076], [-2.4157, 2.4116, 0.9011], [-2.0273, 2.5105, 2.6815], [-3.5651, 1.8751, 2.1751]], "forces_ev_per_a": [[-0.595, -0.417, 0.137], [1.804, 0.022, 0.362], [-0.683, -0.324, -0.352], [-0.036, 0.375, -0.160], [0.200, 0.943, -0.226], [-0.271, 0.319, -0.580], [-1.253, 0.451, -1.578], [-0.183, -0.474, -0.428], [-0.251, -0.716, 0.301], [0.480, 0.419, 0.419], [-0.009, -0.584, 0.613], [-0.505, -0.020, -0.130], [0.137, -0.108, 0.582], [0.629, 0.606, 0.979], [0.229, -0.867, -0.067], [0.445, -0.177, -0.820], [-0.519, -0.301, 0.516], [1.040, 0.626, -0.152], [-0.047, 0.325, 0.357], [0.041, 0.402, 0.894], [0.033, -0.092, -0.545], [-1.177, -0.590, -0.324], [0.438, -0.421, -0.108], [-0.294, 0.006, 0.607], [0.480, -1.355, -0.248], [1.203, 0.031, 0.099], [-0.557, -0.444, -0.718], [-0.332, 0.331, -0.035], [0.170, 0.620, 0.183], [-0.681, 0.600, 0.584], [-0.063, 0.279, -0.459], [0.097, 0.118, 0.391], [0.734, -0.572, 0.479], [-0.225, 0.357, -1.336], [-0.338, -1.062, 0.019], [0.329, 0.073, 0.436], [-0.856, 0.956, -0.164], [0.630, -0.006, -0.039], [-0.456, 0.120, 0.271], [1.865, -0.868, -0.720], [0.305, -0.095, -0.158], [-0.597, 0.242, 0.508], [-0.120, 0.278, 0.383], [-0.543, 0.296, -0.002], [-0.554, 0.139, -0.136], [-0.359, 0.020, 0.068], [0.380, 0.747, -0.102], [-0.021, 2.288, 0.134], [0.390, -0.417, -0.072], [-0.531, -2.341, 0.255], [0.027, -0.281, -0.297], [0.058, -0.046, 0.050], [-0.243, -0.064, -0.029], [-0.484, -0.102, -0.529], [-1.333, -1.476, -0.859], [1.180, 0.199, 0.128], [0.157, 0.957, 0.950], [-0.118, 0.513, 0.436], [0.293, -0.462, 0.210], [0.326, 0.326, -0.309], [-0.447, 0.011, 0.590], [-0.753, 0.995, 0.247], [0.276, -0.010, 0.234], [0.567, -0.151, -0.859], [0.656, -0.609, -0.179], [0.036, -0.030, -0.439], [-0.399, -0.109, 0.330], [0.314, -1.272, -1.288], [-0.246, 3.662, -1.521], [0.318, -2.291, 2.762], [0.030, -0.673, -0.519], [-0.060, 0.318, 0.256], [0.706, 0.714, 0.626], [-0.860, 0.140, 0.093]], "mulliken_charge": [-0.55, 1.01, -0.61, -0.40, 0.37, -1.33, -0.84, 0.17, 0.14, 0.34, 0.40, 0.22, 0.29, 0.34, 0.35, -0.21, 0.16, -0.10, -0.19, 0.13, 0.08, 0.37, -0.12, -0.19, -0.07, -0.65, -0.14, -0.16, 0.46, 0.43, 0.32, -0.20, -0.21, 0.05, -0.21, 0.28, 0.07, 0.43, -0.18, -0.55, 0.87, -0.56, -0.49, 0.32, 0.26, 0.15, -0.52, 0.98, -0.58, -0.55, 0.04, 0.30, 0.32, -0.49, 1.02, -0.55, -0.62, 0.10, 0.13, 0.36, -0.81, 0.82, -0.28, -0.55, 0.31, 0.32, 0.26, -0.94, 1.02, -0.58, -0.50, 0.30, 0.32, 0.33]}


Entry 5:
{"formula": "C21H29CdClFO13", "method": "wB97M-V/def2-TZVPD", "homo_lumo_gap_ev": 1.764, "homo_energy_ev": -10.6, "spin_multiplicity": 1, "total_charge": 1, "elements": ["Cd", "Cl", "O", "O", "O", "O", "C", "O", "C", "O", "O", "C", "H", "H", "H", "H", "H", "H", "C", "O", "C", "O", "O", "C", "H", "H", "H", "H", "H", "H", "C", "O", "C", "O", "O", "C", "H", "H", "H", "H", "H", "H", "F", "C", "C", "C", "C", "C", "C", "H", "H", "H", "H", "H", "C", "C", "C", "C", "C", "C", "H", "H", "H", "H", "H", "H"], "coordinates": [[-24.6463, -9.5614, 18.2472], [-23.1855, -11.1710, 15.3347], [-23.5932, -12.3600, 14.5891], [-22.0455, -11.4377, 16.2200], [-22.9773, -10.1176, 14.3866], [-24.2959, -10.6958, 16.1344], [-27.9356, -11.5921, 16.2737], [-28.2116, -11.6102, 17.6652], [-27.5096, -10.8728, 18.5982], [-26.5542, -10.1747, 18.3537], [-28.2448, -10.9570, 19.6784], [-27.8186, -10.3292, 20.8695], [-26.8752, -11.6467, 16.0277], [-28.3323, -10.6852, 15.8172], [-28.3998, -12.3833, 15.6848], [-26.8365, -10.5907, 21.2633], [-28.5231, -10.5086, 21.6817], [-27.8931, -9.2424, 20.8293], [-19.9298, -18.2370, 16.6883], [-19.3562, -17.8179, 15.4647], [-19.7181, -16.7016, 14.7781], [-19.5767, -16.5681, 13.5664], [-20.4112, -15.8644, 15.6470], [-20.9001, -14.5724, 15.2714], [-19.6511, -17.6056, 17.5319], [-19.4320, -19.1367, 17.0500], [-21.0113, -18.3632, 16.7387], [-21.7038, -14.6872, 14.5441], [-20.1019, -14.0122, 14.7845], [-21.2870, -13.8988, 16.0361], [-17.1744, -13.0765, 9.8157], [-18.0266, -12.9605, 10.9550], [-18.7191, -14.0292, 11.4111], [-18.3624, -15.2028, 11.1866], [-19.7474, -13.6762, 12.3054], [-20.0998, -12.3757, 12.6460], [-16.4184, -13.8532, 9.9312], [-16.6260, -12.1353, 9.7750], [-17.6221, -13.2318, 8.8341], [-20.3254, -11.8672, 11.7086], [-19.2437, -11.8490, 13.0677], [-20.9789, -12.2057, 13.2676], [-21.6920, -13.0276, 9.7942], [-22.8565, -12.3469, 9.9473], [-23.2281, -11.8408, 11.1579], [-24.3153, -10.9351, 11.2410], [-25.0235, -10.6947, 10.0563], [-24.7612, -11.2632, 8.8852], [-23.6733, -12.1134, 8.7975], [-22.7168, -12.2422, 12.0204], [-24.5851, -10.3627, 12.1162], [-25.7134, -9.8670, 10.1289], [-25.3571, -11.0328, 8.0144], [-23.4127, -12.5599, 7.8492], [-27.6744, -16.2874, 14.2796], [-28.1172, -15.9295, 12.9783], [-27.5966, -14.7570, 12.4196], [-26.7475, -13.9410, 13.1467], [-26.4065, -14.1896, 14.4477], [-26.8986, -15.3917, 14.9893], [-27.9777, -17.2487, 14.6673], [-28.6767, -16.6700, 12.4261], [-27.8705, -14.4238, 11.4295], [-26.3169, -13.0237, 12.7733], [-25.7851, -13.5475, 15.0543], [-26.6510, -15.7422, 15.9804]], "forces_ev_per_a": [[1.279, -1.046, -2.279], [3.945, -1.795, -3.734], [0.149, 1.253, 1.911], [-1.809, 0.586, -0.987], [0.712, -0.115, 0.672], [-3.435, 1.269, 4.143], [0.871, 0.909, -1.763], [1.501, 0.933, 2.268], [-5.741, -3.113, -2.227], [1.262, 1.008, 0.208], [1.288, -0.087, -0.068], [-0.100, 1.471, 1.780], [0.109, 0.019, 0.382], [0.016, 0.288, 0.315], [-0.246, -0.480, 1.038], [0.099, -0.426, -0.542], [-0.173, -0.807, -0.432], [0.266, 0.150, -0.707], [0.470, 0.376, 1.735], [0.100, 0.170, -1.012], [-1.654, 0.337, -1.359], [0.002, -0.052, 3.611], [0.537, -0.355, 0.494], [0.424, 0.125, -1.971], [-0.182, 0.845, -0.257], [-0.088, -0.463, -1.011], [0.045, 0.052, -0.672], [0.016, -0.067, -0.138], [0.037, -0.127, -0.113], [0.247, -1.007, 0.867], [1.316, -0.091, -0.013], [-1.474, 0.255, 0.011], [1.241, -2.500, 0.510], [-2.020, 3.982, 0.675], [1.209, -2.709, -0.935], [1.105, 2.121, -1.709], [-0.234, -0.199, 0.308], [-0.212, 0.051, 0.082], [-0.794, -0.043, 0.398], [-0.075, 0.418, 0.013], [-0.030, 0.048, 0.303], [0.110, -1.155, 0.253], [-0.740, 0.038, 0.278], [-1.163, 0.352, -2.429], [-0.636, 0.301, 1.276], [0.691, -1.029, -1.552], [-0.578, 2.464, 3.543], [0.936, -1.496, -1.962], [1.320, -0.501, 0.645], [0.145, 0.493, 0.198], [0.199, -0.355, 0.264], [-0.552, -0.141, -0.193], [0.048, -0.067, -0.111], [0.181, -0.091, 0.005], [-0.726, 0.867, -1.651], [1.514, -0.063, 0.815], [-0.675, -0.374, -0.056], [0.421, 1.262, 0.150], [-0.823, -1.930, 0.911], [0.307, -0.404, 0.626], [0.055, 0.065, 0.306], [-0.279, 0.319, -0.231], [-0.024, -0.238, -0.174], [-0.194, 0.050, -0.765], [0.157, 0.065, -0.244], [0.326, 0.387, 0.303]], "mulliken_charge": [1.41, 1.49, -0.41, -0.70, -0.61, -0.45, -0.30, -0.25, 0.79, -0.49, -0.24, -0.74, -0.03, 0.35, 0.27, 0.31, 0.27, 0.33, -0.67, -0.31, 0.65, -0.47, -0.36, -0.38, 0.27, 0.30, 0.29, 0.31, 0.19, 0.19, -0.73, -0.31, 0.67, -0.56, -0.15, -0.35, 0.32, 0.26, 0.30, 0.43, 0.38, -0.26, -0.18, -0.30, 0.57, -0.43, -0.41, -0.66, -0.45, 0.25, 0.40, 0.36, 0.41, 0.42, -0.46, -0.43, -0.55, -0.03, -0.36, -0.60, 0.39, 0.36, 0.39, 0.36, 0.57, 0.34]}


Entry 6:
{"formula": "C4H2ClN2O4S", "method": "wB97M-V/def2-TZVPD", "homo_lumo_gap_ev": 8.630, "homo_energy_ev": -5.5, "spin_multiplicity": 1, "total_charge": -1, "elements": ["C", "C", "C", "C", "N", "N", "O", "O", "O", "O", "S", "Cl", "H", "H"], "coordinates": [[0.5093, -1.7701, 1.1035], [0.1507, 1.1410, -1.1391], [0.9697, 0.4420, 2.1326], [1.0025, 1.5295, -1.9489], [0.8277, -0.7527, 2.0152], [0.9008, -2.9768, 1.2241], [1.1779, 1.4686, 2.6386], [2.0038, 1.8723, -2.5488], [-2.0727, 2.4449, -1.0743], [-1.7520, 0.2755, 0.2215], [-1.4840, 1.1441, -0.9039], [-2.5324, 0.1439, -2.5891], [-0.4060, -1.4308, 0.4779], [0.7045, -3.5313, 0.3907]], "forces_ev_per_a": [[-2.782, 0.190, -0.578], [-2.870, -1.057, 1.238], [-0.097, -1.315, 1.254], [4.382, 1.641, -2.374], [0.419, -0.658, -0.558], [1.279, 1.235, -0.085], [-0.021, 0.814, -0.730], [-2.482, -0.804, 0.949], [-0.209, -0.398, 0.695], [-0.802, 0.573, -0.387], [1.387, 0.021, -0.583], [0.587, 0.014, 0.567], [1.976, -0.485, 0.239], [-0.768, 0.227, 0.354]], "mulliken_charge": [0.31, -0.79, 0.65, 0.95, -0.34, -0.66, -0.45, -0.61, -0.54, -0.56, 0.91, -0.36, 0.22, 0.29]}